Record 1
The following is a DFT calculation (ωB97M-V with the def2-TZVPD basis set) of 2 unconnected molecules or ions with the total composition C3H6NO5S2.

```
! RIJCOSX wB97M-V def2-TZVPD def2/J DEFGRID3
* xyz -1 1
C -0.17 0.25 1.95
C -1.80 1.24 0.21
C -0.48 0.71 0.55
N 0.28 -2.54 -1.91
O 0.99 -0.30 2.22
O 1.97 0.13 -0.09
O -1.06 0.42 2.77
O 1.46 2.45 0.51
O 0.72 1.59 -1.62
S -1.62 -0.35 -0.49
S 1.05 1.30 -0.27
H -1.90 2.06 -0.40
H -2.60 1.15 1.08
H 1.46 -0.36 1.30
H 0.67 -2.77 -2.88
H 0.42 -3.33 -1.36
H 0.62 -1.66 -1.58
*
```

Calculated values
**Frontier orbital gap**: 8.6 eV
**Energy relative to the best compared isomer or geometry (same formula, charge and spin)**: 18.1 kJ/mol
**Highest occupied orbital energy**: -0.2002 Eh

The net atomic charges from Löwdin, expressed in e, are:
1. C -0.581
2. C -0.468
3. C -0.593
4. N 0.005
5. O 0.094
6. O -0.361
7. O 0.065
8. O -0.319
9. O -0.325
10. S 0.862
11. S 0.421
12. H 0.048
13. H 0.117
14. H 0.067
15. H 0.044
16. H -0.031
17. H -0.045



Record 2
The following is a DFT calculation (ωB97M-V with the def2-TZVPD basis set) of 13 unconnected molecules or ions with the total composition C23H72O19.

```
! RIJCOSX wB97M-V def2-TZVPD def2/J DEFGRID3
* xyz 0 1
C 4.91 -0.67 0.63
O 4.92 -1.03 -0.70
H 4.84 0.41 0.74
H 4.17 -1.12 1.30
H 5.84 -0.92 1.13
H 4.08 -0.67 -0.99
C 0.32 -0.97 4.31
O -0.54 -1.95 3.66
H 1.26 -0.76 3.79
H -0.23 -0.04 4.45
H 0.66 -1.34 5.28
H -1.36 -2.11 4.13
C -0.91 3.95 4.01
O 0.26 4.40 4.61
H -0.67 3.06 3.43
H -1.70 3.56 4.65
H -1.29 4.80 3.44
H 0.46 3.79 5.32
C -2.26 -3.85 -3.64
C -1.61 -3.35 -2.32
O -2.39 -2.32 -1.74
O -3.17 -4.90 -3.28
H -1.47 -4.20 -4.31
H -2.76 -3.00 -4.10
H -0.63 -2.98 -2.63
H -1.44 -4.19 -1.65
H -2.61 -2.59 -0.85
H -3.24 -5.53 -3.99
C -3.46 2.06 -3.11
C -2.54 0.81 -2.82
O -2.96 -0.37 -3.54
O -4.80 2.01 -2.71
H -3.44 2.23 -4.19
H -2.91 2.89 -2.67
H -2.70 0.51 -1.78
H -1.52 1.13 -3.00
H -2.74 -1.11 -2.98
H -5.22 1.52 -3.42
C -2.83 -3.88 1.86
C -2.64 -5.39 1.69
O -3.91 -6.08 1.62
O -3.23 -3.27 0.67
H -1.91 -3.36 2.12
H -3.56 -3.65 2.63
H -2.16 -5.74 2.60
H -2.07 -5.57 0.77
H -4.01 -6.32 0.70
H -4.18 -3.26 0.69
C 1.75 -3.50 1.43
C 2.37 -4.23 0.21
O 2.98 -5.42 0.62
O 0.57 -4.18 1.94
H 1.38 -2.51 1.16
H 2.60 -3.32 2.08
H 3.11 -3.63 -0.31
H 1.71 -4.66 -0.55
H 2.37 -5.71 1.31
H 0.36 -3.83 2.81
C -3.63 2.30 2.28
C -3.67 2.42 0.76
O -4.73 1.74 0.05
O -2.91 1.17 2.74
H -4.67 2.13 2.54
H -3.31 3.22 2.77
H -2.69 2.08 0.41
H -3.77 3.47 0.49
H -4.63 1.89 -0.89
H -3.23 1.06 3.64
C -0.07 -0.09 -0.72
C -0.82 -0.29 0.57
O -0.52 0.68 1.55
O 1.33 -0.34 -0.62
H -0.32 0.93 -1.00
H -0.43 -0.75 -1.51
H -0.55 -1.28 0.95
H -1.87 -0.31 0.28
H -1.24 0.59 2.18
H 1.59 0.18 0.14
C 3.76 2.68 2.49
C 2.50 1.89 2.81
O 2.10 1.17 1.70
H 4.59 2.06 2.14
H 4.00 3.43 3.24
H 3.56 3.30 1.62
H 1.69 2.58 3.03
H 2.58 1.17 3.62
H 1.16 0.94 1.77
C 3.53 2.51 -1.99
C 4.10 3.94 -2.00
O 3.03 4.78 -2.51
H 4.33 1.83 -1.67
H 3.49 2.14 -3.01
H 2.66 2.30 -1.36
H 4.99 3.99 -2.63
H 4.41 4.20 -0.98
H 2.54 4.99 -1.71
C 1.66 0.16 -4.55
C 1.85 -1.35 -4.45
O 3.06 -1.82 -5.02
H 2.49 0.76 -4.17
H 0.83 0.41 -3.89
H 1.35 0.40 -5.56
H 1.07 -1.90 -4.96
H 1.74 -1.70 -3.42
H 3.10 -2.71 -4.65
C -0.23 3.92 -0.80
C 0.71 4.13 0.34
O 1.73 5.08 0.08
H 0.28 3.78 -1.75
H -0.98 4.71 -0.90
H -0.73 2.97 -0.65
H 1.18 3.20 0.64
H 0.02 4.32 1.16
H 2.14 5.32 0.91
*
```

Calculated values
**Frontier orbital gap**: 9.2 eV
**Highest occupied orbital energy**: -0.3501 Eh

Atomic partial charges in e from the Löwdin method, atoms 1 to 99:
1. C -0.202
2. O -0.085
3. H 0.056
4. H 0.070
5. H 0.083
6. H 0.059
7. C -0.100
8. O -0.137
9. H 0.071
10. H 0.072
11. H 0.080
12. H 0.081
13. C -0.202
14. O -0.102
15. H 0.058
16. H 0.075
17. H 0.090
18. H 0.081
19. C -0.205
20. C -0.206
21. O -0.088
22. O -0.068
23. H 0.117
24. H 0.110
25. H 0.102
26. H 0.122
27. H 0.044
28. H 0.078
29. C -0.229
30. C -0.208
31. O -0.072
32. O -0.053
33. H 0.121
34. H 0.111
35. H 0.098
36. H 0.101
37. H 0.011
38. H 0.109
39. C -0.236
40. C -0.204
41. O -0.066
42. O -0.063
43. H 0.086
44. H 0.127
45. H 0.118
46. H 0.122
47. H 0.079
48. H 0.113
49. C -0.192
50. C -0.239
51. O -0.071
52. O -0.085
53. H 0.090
54. H 0.118
55. H 0.116
56. H 0.113
57. H 0.072
58. H 0.050
59. C -0.213
60. C -0.205
61. O -0.064
62. O -0.073
63. H 0.126
64. H 0.106
65. H 0.092
66. H 0.123
67. H 0.020
68. H 0.100
69. C -0.228
70. C -0.219
71. O -0.079
72. O -0.052
73. H 0.092
74. H 0.106
75. H 0.112
76. H 0.118
77. H 0.046
78. H 0.031
79. C -0.046
80. C -0.314
81. O -0.122
82. H 0.064
83. H 0.081
84. H 0.056
85. H 0.096
86. H 0.104
87. H 0.021
88. C -0.077
89. C -0.267
90. O -0.097
91. H 0.062
92. H 0.054
93. H 0.066
94. H 0.108
95. H 0.095
96. H 0.022
97. C -0.053
98. C -0.332
99. O -0.071



Record 3
The following is a DFT calculation (ωB97M-V with the def2-TZVPD basis set) of a gas-phase ion, C6H15N4 (charge +1).

```
! RIJCOSX wB97M-V def2-TZVPD def2/J DEFGRID3
* xyz 1 1
H -1.69 -2.15 -2.92
N -1.85 -1.87 -1.98
N -0.91 -1.46 -1.36
C -1.56 -0.64 0.10
C -1.16 0.69 0.12
C -0.42 1.28 1.05
C -0.17 2.77 1.08
C 0.12 0.70 2.37
N 0.36 -1.62 -1.73
C 1.45 -1.09 -0.98
N 0.61 -2.45 -2.75
H -1.23 -1.19 0.96
H -2.58 -0.79 -0.15
H -1.44 1.38 -0.58
H 0.71 3.03 1.72
H -1.11 3.10 1.40
H -0.03 3.22 0.07
H 0.21 1.43 3.15
H 1.09 0.35 2.23
H -0.64 0.03 2.65
H 1.81 -1.69 -0.12
H 2.30 -1.22 -1.59
H 1.45 -0.07 -0.62
H 1.21 -2.02 -3.49
H 0.66 -3.51 -2.60
*
```

Calculated values
**Frontier orbital gap**: 10.0 eV
**Energy relative to the best compared isomer or geometry (same formula, charge and spin)**: 502.9 kJ/mol
**Highest occupied orbital energy**: -0.4949 Eh
**Structure (SMILES)**: [H]/N=[N+](/CC=C(C)C)N(C)N

The net atomic charges from Löwdin, expressed in e, are:
1. H 0.087
2. N 0.182
3. N -0.083
4. C 0.048
5. C -0.140
6. C -0.274
7. C -0.033
8. C -0.010
9. N -0.233
10. C -0.015
11. N 0.059
12. H 0.117
13. H 0.105
14. H 0.101
15. H 0.106
16. H 0.079
17. H 0.100
18. H 0.083
19. H 0.073
20. H 0.068
21. H 0.109
22. H 0.079
23. H 0.086
24. H 0.147
25. H 0.160



Record 4
The following is a DFT calculation (ωB97M-V with the def2-TZVPD basis set) of CH3NS2 in the gas phase.

```
! RIJCOSX wB97M-V def2-TZVPD def2/J DEFGRID3
* xyz 0 1
N -0.33 0.35 0.02
S 0.99 1.25 0.24
C 2.23 -0.17 -0.16
S 3.81 -0.17 -0.17
H -0.88 0.18 1.00
H -0.81 0.43 -0.82
H 1.68 -1.12 -0.32
*
```

Calculated values
**Frontier orbital gap**: 8.5 eV
**Energy relative to the best compared isomer or geometry (same formula, charge and spin)**: 150.0 kJ/mol
**Highest occupied orbital energy**: -0.3137 Eh
**Structure (SMILES)**: NSC=S

The net atomic charges from Löwdin, expressed in e, are:
1. N -0.459
2. S 0.731
3. C -0.996
4. S 0.612
5. H 0.119
6. H -0.008
7. H 0.001